Entry 1:
{"formula": "C2H7S2", "method": "ωB97M-V with the def2-TZVPD basis set", "symbols": ["S", "H", "C", "C", "S", "H", "H", "H", "H", "H", "H"], "positions_angstrom": [[-0.99051, -1.99046, -0.22481], [-2.06435, -1.72958, -0.96217], [0.09523, 1.02587, 1.73221], [0.40713, 1.84164, 0.48768], [0.88846, 0.61302, -0.94591], [-0.00660, 1.49274, 2.75178], [0.88189, 0.31930, 1.98210], [-0.94004, 0.46209, 1.59037], [-0.49046, 2.36068, 0.00409], [1.29299, 2.56243, 0.49333], [-0.05477, -0.63379, -0.44741]], "forces_ev_per_a": [[0.1361, -0.5804, 0.5354], [-0.1624, 0.2751, -0.2402], [-2.1560, -0.6212, 1.1476], [0.2964, 0.1989, -2.3052], [-0.2715, 0.7439, 1.3019], [-0.1279, 0.6949, -1.0787], [0.0229, -0.4798, -0.6735], [2.4030, 0.8618, 0.1367], [1.1562, -0.4567, 1.2443], [-1.3027, -0.9040, 0.5158], [0.0058, 0.2674, -0.5842]], "mulliken_charge": [-0.6222, 0.0453, -0.9208, -0.3055, -0.4907, 0.2966, 0.2880, 0.2058, 0.1957, 0.2219, 0.0859], "homo_ev": -3.132, "homo_lumo_gap_ha": 0.258, "total_charge": -1, "spin_multiplicity": 1, "de_lowest_kcal_mol": 19.79}

Entry 2:
{"formula": "C29H30ClMnN9O4S", "method": "ωB97M-V with the def2-TZVPD basis set", "symbols": ["Mn", "O", "C", "C", "C", "C", "C", "C", "C", "O", "N", "N", "C", "C", "C", "C", "C", "C", "N", "H", "H", "H", "H", "H", "H", "H", "H", "H", "H", "C", "N", "C", "C", "N", "N", "C", "N", "N", "H", "H", "H", "H", "H", "H", "H", "H", "H", "H", "H", "Cl", "C", "C", "C", "C", "C", "C", "C", "O", "O", "H", "H", "H", "H", "S", "C", "N", "C", "C", "C", "C", "H", "H", "H", "H", "H"], "positions_angstrom": [[-0.17429, 0.32889, 0.56602], [-1.93443, 1.47069, -3.45718], [-2.32897, 2.71816, -3.15857], [-3.05305, 3.42065, -4.12417], [-3.46575, 4.71621, -3.88670], [-3.17087, 5.34239, -2.67965], [-2.48584, 4.64595, -1.70370], [-2.06494, 3.33482, -1.92166], [-1.39986, 2.58053, -0.83885], [-0.69951, 1.52534, -1.10846], [-1.58220, 2.98440, 0.39528], [-1.03722, 2.13166, 1.29117], [0.23301, 2.20420, 1.54669], [0.80669, 1.22269, 2.47330], [2.03353, 1.39909, 3.10473], [2.50154, 0.41123, 3.95350], [1.72218, -0.71233, 4.16672], [0.50153, -0.80228, 3.52143], [0.04841, 0.12239, 2.68148], [-1.37086, 1.13926, -2.72211], [-3.27793, 2.91436, -5.05421], [-4.02141, 5.24476, -4.65116], [-3.48205, 6.36451, -2.50758], [-2.27124, 5.10016, -0.74566], [0.83420, 3.03535, 1.18202], [2.59777, 2.30731, 2.93943], [3.46038, 0.51690, 4.44280], [2.04566, -1.50705, 4.82471], [-0.14217, -1.66319, 3.66385], [-4.34702, -1.82611, 2.27307], [-3.60475, -2.57648, 1.27912], [-4.43950, -3.46644, 0.48055], [-2.47277, -1.99435, 0.75024], [-2.07138, -0.80120, 0.97547], [-1.70443, -2.85002, -0.03188], [-0.69730, -2.41936, -0.89615], [0.00041, -3.42440, -1.51454], [-0.46694, -1.18026, -1.03470], [-5.01958, -2.51123, 2.78700], [-4.94527, -1.02024, 1.83245], [-3.66227, -1.40604, 3.00840], [-4.84569, -4.25508, 1.11455], [-3.87626, -3.92117, -0.32755], [-5.27359, -2.91585, 0.03243], [-2.73624, -0.22849, 1.48261], [-1.80980, -3.83599, 0.12266], [-0.42768, -4.31972, -1.67873], [0.64501, -3.11012, -2.22662], [0.20285, -0.98104, -1.79745], [3.55434, -5.58780, 4.00686], [3.34272, -4.28394, 2.88063], [2.08348, -4.03607, 2.35908], [1.91135, -2.96784, 1.49280], [2.99409, -2.18124, 1.12531], [4.25526, -2.46232, 1.63239], [4.43513, -3.50703, 2.52645], [2.80940, -1.05546, 0.13620], [3.68008, -0.92765, -0.74030], [1.78085, -0.32987, 0.26577], [1.24791, -4.66597, 2.63557], [0.93529, -2.74335, 1.08109], [5.09549, -1.85796, 1.31763], [5.41546, -3.72986, 2.92452], [1.26613, -0.37143, -3.71885], [1.87094, 1.09629, -3.14881], [2.95267, 1.10497, -2.32661], [3.55319, 2.23197, -1.90262], [3.08136, 3.45908, -2.26065], [1.91973, 3.51156, -3.05910], [1.33225, 2.36044, -3.50180], [3.26485, 0.19472, -1.89157], [4.42373, 2.09398, -1.27571], [3.58296, 4.35948, -1.93872], [1.49472, 4.47178, -3.32420], [0.44655, 2.37011, -4.11975]], "forces_ev_per_a": [[-0.9386, -2.8762, -2.8487], [0.0140, -0.1581, 0.0229], [-0.0023, 0.2847, 0.2393], [0.0316, -0.0905, -0.0524], [0.0254, -0.0520, -0.0216], [-0.0326, 0.1366, 0.0164], [-0.0520, -0.0454, -0.1121], [0.0091, -0.0898, -0.1413], [0.2229, -0.2765, 0.4911], [-0.2932, 0.4965, -0.4290], [-0.0497, 0.5938, -0.2852], [0.5402, 0.1228, 0.4626], [-0.5660, 1.8659, 0.6683], [0.3072, -0.1373, 1.5323], [-0.0653, 0.2134, -0.1527], [-0.0607, 0.0044, -0.0809], [-0.0238, -0.0260, 0.1882], [-0.1017, -0.0485, -0.1464], [0.8051, 0.4037, 0.9367], [0.0086, 0.0362, -0.0262], [0.0230, 0.0297, -0.0146], [0.0060, 0.0104, -0.0010], [-0.0062, -0.0166, 0.0259], [0.0084, -0.0190, 0.0080], [0.1241, -0.1270, -0.1256], [0.0343, -0.0294, -0.0779], [0.0023, 0.0151, 0.0039], [0.0140, -0.0128, -0.0299], [0.0370, -0.0403, -0.0362], [0.0745, -0.0140, 0.0112], [-0.0082, -0.1650, -0.0188], [-0.0204, 0.0607, 0.0026], [0.0583, 0.1160, -0.0709], [-0.3321, 0.0051, 0.2949], [0.0625, -0.0360, 0.1041], [-0.1461, 0.2485, -0.1924], [-0.0331, -0.1302, -0.0303], [0.4948, -0.1527, -0.5151], [-0.0096, 0.0107, -0.0024], [0.0098, 0.0159, -0.0021], [-0.0326, 0.0206, 0.0096], [0.0002, -0.0024, -0.0145], [0.0137, -0.0010, -0.0071], [0.0012, -0.0094, 0.0022], [-0.0558, -0.0956, 0.0103], [0.0229, -0.0430, 0.0660], [-0.0771, 0.0429, -0.0573], [0.0069, -0.0210, 0.0178], [-0.1513, -0.1364, 0.2679], [0.0151, -0.1097, 0.0577], [0.0216, 0.0899, -0.0266], [-0.1108, 0.0383, 0.0255], [0.0984, 0.0193, 0.0350], [-0.1019, 0.0777, -0.1273], [-0.0456, -0.0626, 0.0090], [-0.0063, 0.0330, -0.0391], [0.1477, -0.0291, -0.1603], [0.0692, 0.0015, 0.2281], [0.1066, 0.1276, 0.1549], [0.0341, -0.0190, 0.0271], [0.0060, -0.0181, 0.0521], [0.0097, -0.0215, -0.0324], [-0.0265, -0.0141, 0.0578], [-0.1022, -0.2024, -0.1743], [0.0773, -0.2313, -0.0044], [-0.0611, -0.1090, 0.0815], [0.0308, 0.1949, 0.0484], [0.0031, 0.0250, 0.0272], [-0.0104, -0.1023, -0.0628], [0.1135, 0.1776, 0.0597], [-0.1198, 0.3630, -0.1835], [-0.0448, -0.0571, 0.0341], [0.0042, -0.0290, 0.0474], [-0.0112, -0.0112, -0.0264], [0.0037, -0.0129, 0.0018]], "mulliken_charge": [0.0887, -0.6717, 0.5705, -0.7140, -0.3353, -0.7685, -0.6772, 0.1003, 0.9521, -0.5775, -0.9019, -0.0904, -0.0286, 1.1659, -0.9050, -0.4802, -0.6001, -0.1787, 0.0182, 0.2584, 0.4445, 0.3805, 0.3961, 0.4377, 0.4032, 0.4409, 0.4366, 0.4250, 0.4228, -1.0744, 0.0067, -1.1227, 0.3694, -0.1082, -0.0567, 0.2884, -0.3092, 0.5560, 0.2986, 0.3627, 0.3555, 0.3341, 0.3627, 0.3429, 0.2389, 0.3200, 0.2067, 0.2158, -1.1384, -0.2328, 0.3241, -0.9527, 0.4539, -0.0720, -0.5963, -0.6445, 0.0320, -0.9450, 0.0330, 0.4497, 0.5039, 0.4822, 0.4463, -0.4768, 0.1879, 0.1055, -0.2335, -0.8221, 0.0130, -0.4212, 0.2686, 0.4393, 0.4096, 0.3986, 0.3882], "homo_ev": [-7.131, -7.140], "homo_lumo_gap_ha": [0.251, 0.231], "s_squared": 8.768, "spin_multiplicity": 6, "de_lowest_kcal_mol": 39.85}